Molecular formula: C24H32B2CuO24
Method: DFT, wB97M-V/def2-TZVPD

Total charge   -1
Energy above the lowest of the compared OMol25 structures with the same formula, charge and spin   0.021 eV
Energy   -4430.296523 Eh
LUMO level   2.0 eV

Positions of all 83 atoms, in Å:
Cu  -6.3477  -16.9316  -10.2197
O  -8.3952  -20.5996  -4.7602
C  -7.4082  -20.0190  -5.0590
O  -7.2108  -19.3633  -6.1971
B  -5.7830  -18.9569  -6.2581
O  -5.2642  -19.1716  -4.9190
C  -6.1773  -19.6404  -4.1046
O  -6.0672  -19.9193  -2.9612
O  -5.6719  -17.5892  -6.7496
C  -5.1888  -17.5143  -7.9362
O  -4.9985  -16.5247  -8.6264
C  -4.8593  -18.9673  -8.4069
O  -5.1038  -19.7707  -7.3561
O  -4.4783  -19.3334  -9.4899
O  -5.4473  -12.1713  -16.1638
C  -5.5767  -12.5427  -15.0292
O  -6.4919  -13.3251  -14.4855
B  -6.4442  -13.1423  -13.0065
O  -5.2165  -12.3768  -12.7412
C  -4.7021  -11.9221  -13.9201
O  -3.8522  -11.1496  -14.0805
O  -6.4770  -14.3675  -12.1883
C  -7.4114  -14.3047  -11.3338
O  -7.5242  -15.0555  -10.3689
C  -8.2900  -13.0733  -11.6103
O  -7.6338  -12.3942  -12.4924
O  -9.3274  -12.7655  -11.0693
O  -5.9191  -23.0767  -13.7644
C  -6.6864  -22.1891  -13.6085
O  -6.4492  -21.1327  -12.8462
C  -5.1995  -21.1602  -12.1560
C  -4.1347  -20.6969  -13.1472
C  -8.0153  -22.0126  -14.3036
H  -5.1364  -22.1817  -11.7365
H  -5.3525  -20.4439  -11.3539
H  -3.8888  -21.5404  -13.7895
H  -3.2607  -20.2914  -12.5713
H  -4.5883  -19.8407  -13.5887
H  -8.6552  -21.3751  -13.7310
H  -8.5393  -22.9765  -14.3453
H  -7.8674  -21.7131  -15.3541
O  -9.6788  -15.3753  -12.6366
C  -10.6539  -16.0904  -12.3666
O  -11.9352  -15.5846  -12.5635
C  -12.0251  -14.1839  -13.0844
C  -13.0599  -13.4054  -12.3023
C  -10.6147  -17.4623  -11.8359
H  -12.2535  -14.2819  -14.1003
H  -11.0796  -13.6868  -12.9580
H  -13.3027  -12.5338  -12.8261
H  -12.5880  -13.2562  -11.3329
H  -13.9120  -14.0559  -11.9736
H  -9.7185  -17.6408  -11.2323
H  -10.5912  -18.0768  -12.7304
H  -11.4521  -17.7324  -11.2234
O  -6.0742  -17.6701  -12.1106
C  -5.0219  -17.3779  -12.6174
O  -4.9617  -16.9733  -13.9187
C  -6.2277  -16.8153  -14.6504
C  -6.7537  -18.1026  -15.2029
C  -3.6956  -17.3518  -11.9868
H  -5.9171  -16.0921  -15.4334
H  -6.8742  -16.2291  -13.9950
H  -7.4227  -18.6817  -14.5428
H  -5.9294  -18.8263  -15.4463
H  -7.2881  -17.8292  -16.0519
H  -3.7059  -16.6479  -11.1316
H  -2.9630  -16.9561  -12.6594
H  -3.2653  -18.3008  -11.6298
O  -7.5706  -18.4391  -9.4438
C  -8.5963  -18.8360  -8.8376
O  -8.8374  -20.1925  -8.7195
C  -7.8157  -21.0316  -9.2212
C  -8.3336  -22.4596  -9.0344
C  -9.6331  -17.9844  -8.0932
H  -6.9830  -20.8492  -8.5439
H  -7.5903  -20.8060  -10.2456
H  -9.3524  -22.5816  -9.3274
H  -8.3865  -22.6021  -7.9814
H  -7.6736  -23.1490  -9.5274
H  -9.1873  -17.0656  -7.7399
H  -10.0700  -18.5695  -7.2967
H  -10.3723  -17.8265  -8.8482

Molecular formula: C24H32BBeCl3F2N4O12S2
Method: DFT, wB97M-V/def2-TZVPD

Energy   -4471.499501 Eh
LUMO level   -5.7 eV

Positions of all 81 atoms, in Å:
O  -6.4820  -1.1388  -0.4854
C  -5.8449  -0.6050  0.2919
N  -5.1495  -0.0301  1.1000
C  -4.2086  0.9604  0.5160
B  -5.0999  2.1933  -0.0509
O  -4.7259  2.9501  -1.1349
O  -6.2341  2.4681  0.6241
O  -3.4449  0.2056  -0.4571
S  -2.5419  -0.8321  0.4271
O  -1.2378  -0.9451  -0.1071
O  -3.2236  -2.0599  0.6030
O  -2.5951  0.0143  1.8235
C  -3.1013  1.3177  1.5207
Cl  -1.7656  2.0847  0.5513
C  -3.5211  2.1110  2.7078
C  -2.4262  2.7401  3.5694
S  -1.6453  4.2720  2.9923
C  -2.8444  5.0180  2.0028
N  -4.1397  5.0263  2.0637
N  -4.5790  5.8093  1.0146
C  -3.5160  6.2395  0.4162
O  -2.3848  5.7693  0.9662
H  -4.0059  3.5276  -0.8566
H  -6.9299  2.7650  0.0275
H  -4.2515  2.8703  2.4550
H  -4.0336  1.4018  3.3570
H  -1.6312  2.0270  3.7548
H  -2.9174  2.9959  4.5349
H  -3.5698  6.9024  -0.4213
F  0.7894  3.4590  0.7879
C  1.9261  3.0844  0.1649
C  1.9476  1.8643  -0.4781
C  3.1087  1.4702  -1.1229
C  4.2281  2.2913  -1.1098
C  4.1838  3.5134  -0.4525
C  3.0228  3.9202  0.1894
H  1.0664  1.2341  -0.4690
H  3.1390  0.5180  -1.6355
H  5.1345  1.9781  -1.6100
H  5.0560  4.1523  -0.4373
H  2.9646  4.8711  0.7019
C  -7.2036  -0.9390  3.8496
Cl  -6.5492  0.2554  4.9783
Cl  -8.8499  -1.4133  4.2839
H  -7.2165  -0.5063  2.8579
H  -6.5705  -1.8176  3.8669
C  5.2307  -4.9054  -0.4585
C  4.3418  -3.8044  -1.0467
C  2.8559  -4.1612  -0.8599
C  2.3240  -5.2065  -1.8241
C  2.6083  -4.8072  -3.2723
C  4.1012  -4.5645  -3.5317
N  4.6319  -3.5828  -2.4956
O  4.4180  -2.4406  -2.8473
C  4.8488  -5.9122  -3.4935
C  4.3210  -4.0317  -4.9449
C  4.6551  -2.5759  -0.2096
H  5.3117  -5.8065  -1.0549
H  6.2536  -4.5472  -0.2940
H  4.7418  -5.2006  0.5278
H  2.2604  -3.2442  -0.9766
H  2.7255  -4.5068  0.1705
H  2.7560  -6.1810  -1.5908
H  1.2466  -5.3044  -1.6822
H  2.2682  -5.5867  -3.9538
H  2.0381  -3.9044  -3.5185
H  5.9288  -5.7676  -3.4724
H  4.6080  -6.4822  -4.3883
H  4.5664  -6.5395  -2.6540
H  3.7400  -3.1332  -5.1497
H  4.0087  -4.7885  -5.6575
H  5.3748  -3.8134  -5.1234
H  5.6774  -2.2310  -0.3723
H  4.5530  -2.8342  0.8404
H  3.9781  -1.7433  -0.4100
F  3.6103  -6.0302  1.2435
Be  -3.7569  3.9641  5.9453
C  -2.0717  8.9022  2.1513
O  -1.7365  8.4842  3.2482
O  -1.2972  9.3217  1.2608
O  -3.2477  8.9706  1.7224

Molecular formula: C24H32BClFN4O10PS
Method: DFT, wB97M-V/def2-TZVPD

Energy   -3229.066217 Eh
LUMO level   -0.8 eV

Positions of all 75 atoms, in Å:
N  -2.1774  -6.9443  0.7495
B  -2.7579  -7.0775  -0.6412
O  -2.3228  -8.2071  -1.4643
C  -3.8043  -5.9513  -1.1900
C  -5.3700  -6.0010  -1.0397
P  -6.2141  -7.4641  -0.1673
O  -7.0703  -8.3470  -1.1029
C  -6.2447  -4.7900  -1.5986
F  -7.6499  -4.9054  -1.3636
C  -5.6712  -3.5356  -2.3238
C  -6.4721  -2.2771  -2.8853
C  -8.0533  -2.4230  -3.0261
O  -8.7702  -1.5775  -2.3878
Cl  -8.9543  -3.6695  -4.0067
C  -4.0803  -3.4862  -2.4839
C  -3.2070  -4.6898  -1.9026
S  -1.3418  -4.5322  -2.0678
C  -1.1301  -2.7070  -1.6678
C  -2.2826  -1.7979  -2.2969
C  -2.2435  -0.2537  -2.0463
C  -1.0558  0.3226  -1.1527
C  0.0672  -0.5821  -0.5144
C  1.1791  0.1307  0.3941
O  0.8091  1.5241  0.6894
N  0.6939  1.6899  2.0374
O  -0.4359  1.8894  2.3662
C  0.0440  -2.1436  -0.7921
N  1.0863  -3.0819  -0.2344
C  2.2356  -2.7730  -0.8286
O  3.4026  -2.3102  -0.9626
N  -3.3426  -2.3917  -3.1397
H  -1.1357  -6.9886  0.6873
H  -2.4510  -7.7645  1.3167
H  -2.8072  -8.0887  -2.3243
H  -7.1228  -6.8545  0.7940
H  -5.2689  -8.2104  0.6438
H  -6.0618  -2.0661  -3.9578
H  -6.1900  -1.3242  -2.2793
H  -3.0598  0.4129  -2.5004
H  -1.0762  1.4696  -0.9850
H  2.2459  0.0205  -0.0097
H  1.1673  -0.4179  1.4217
H  -3.9517  -1.6778  -3.5620
C  2.8311  4.0725  -0.6089
O  1.8074  4.7965  -1.2804
C  0.7364  5.1548  -0.4080
C  0.8256  6.6203  0.0035
O  1.9612  6.8592  0.8334
C  3.0314  7.4682  0.1237
H  3.6993  4.0169  -1.2678
H  3.1309  4.5627  0.3210
H  2.4849  3.0570  -0.3958
H  0.7124  4.5005  0.4711
H  -0.1929  5.0011  -0.9659
H  -0.0599  6.8713  0.5970
H  0.8367  7.2760  -0.8746
H  2.7899  8.5159  -0.0804
H  3.2397  6.9489  -0.8157
H  3.9235  7.4278  0.7492
C  4.0149  2.9901  2.7613
O  5.1520  3.5912  2.1549
C  5.9310  4.3406  3.0872
C  7.1760  3.5696  3.5125
O  6.8371  2.4188  4.2848
C  6.9117  1.2184  3.5277
H  3.5906  2.2729  2.0564
H  4.2784  2.4607  3.6809
H  3.2647  3.7566  2.9786
H  5.3299  4.6277  3.9574
H  6.2416  5.2578  2.5769
H  7.7842  4.2151  4.1549
H  7.7843  3.2934  2.6437
H  7.9598  0.9586  3.3501
H  6.3886  1.3110  2.5719
H  6.4440  0.4203  4.1048

| no. | molar mass (g mol⁻¹) |
| --- | --- |
| 1 | 789.67 |
| 2 | 796.85 |
| 3 | 664.84 |